A structure of composition C36H87N5O2 at a distorted geometry, computed with wB97M-V/def2-TZVPD.

XYZ file:
```
130
C36H87N5O2 wB97M-V/def2-TZVPD
C -2.2763 -0.7742 4.0728
C -1.0960 -1.4870 4.7625
N 0.0867 -1.3075 3.9003
C 1.2849 -1.7883 4.6121
C 1.6479 -0.8171 5.8446
C 0.0794 -1.9604 2.5839
C 0.9395 -1.2299 1.5684
H -3.1769 -1.1590 4.5513
H -2.4009 -0.8738 2.9945
H -2.3149 0.2803 4.3459
H -0.9879 -1.0970 5.7746
H -1.2863 -2.5489 4.9179
H 1.2290 -2.8557 4.8259
H 2.1240 -1.7413 3.9180
H 2.6695 -0.9414 6.2038
H 1.6452 0.2095 5.4783
H 0.8659 -0.9659 6.5892
H -0.9177 -2.1215 2.1741
H 0.2940 -3.0286 2.6166
H 1.9948 -1.1341 1.8239
H 0.7122 -0.1705 1.4496
H 1.0698 -1.7398 0.6139
C -0.8486 5.2112 1.6362
C -1.3224 4.4657 2.9559
N -0.9357 3.0424 3.0521
C -1.5689 2.2684 1.8975
C -1.2311 0.7330 1.8776
C -1.2656 2.4895 4.3650
C -0.3976 2.9759 5.5392
H 0.2358 5.1030 1.6155
H -1.1623 6.2537 1.6905
H -1.3111 4.7833 0.7468
H -0.9787 5.0024 3.8402
H -2.4003 4.5696 3.0801
H -2.6374 2.4762 1.9549
H -1.2539 2.7333 0.9633
H -0.2239 0.5330 2.2432
H -1.9508 0.1845 2.4854
H -1.3145 0.3270 0.8695
H -1.1469 1.4098 4.2738
H -2.2806 2.6377 4.7336
H -0.2312 4.0331 5.7463
H 0.6393 2.6764 5.3870
H -0.7878 2.5781 6.4760
C -3.6356 1.4850 -1.4162
C -4.0110 0.0158 -0.9284
N -3.0437 -0.7740 -0.1342
C -3.2002 -0.6911 1.3451
C -4.3121 -1.5818 1.9648
C -2.7817 -2.0510 -0.7411
C -2.1056 -2.1135 -2.0818
H -4.2815 1.8485 -2.2154
H -2.6380 1.4157 -1.8499
H -3.5576 2.3209 -0.7211
H -4.9140 0.0938 -0.3228
H -4.2464 -0.4309 -1.8944
H -2.2211 -0.9171 1.7675
H -3.2525 0.3499 1.6639
H -5.2404 -1.5553 1.3941
H -4.0007 -2.6206 2.0742
H -4.4985 -1.1837 2.9622
H -3.6157 -2.7364 -0.5903
H -1.8972 -2.3567 -0.1823
H -1.1391 -1.6097 -2.0763
H -2.7423 -1.7842 -2.9029
H -2.0000 -3.1749 -2.3061
C 2.5341 -2.3009 -0.7796
C 3.2062 -2.3315 0.5876
N 4.5111 -1.6739 0.6691
C 4.4695 -0.2085 0.4255
C 3.9086 0.5040 1.7252
C 5.4895 -2.4288 -0.1689
C 6.9711 -2.1109 0.1267
H 3.2251 -2.6063 -1.5654
H 2.0684 -1.3388 -0.9927
H 1.8813 -3.1715 -0.8434
H 2.5202 -2.1376 1.4121
H 3.3887 -3.3817 0.8154
H 3.7360 -0.0261 -0.3599
H 5.3711 0.3024 0.0877
H 3.7016 1.5431 1.4695
H 4.7368 0.6264 2.4231
H 2.9591 0.0411 1.9941
H 5.2737 -3.4913 -0.0564
H 5.3392 -2.0634 -1.1847
H 7.2979 -1.1019 -0.1248
H 7.1296 -2.3451 1.1794
H 7.6680 -2.7813 -0.3763
C 0.4957 0.9571 -6.1356
C -1.0423 1.1358 -5.7670
N -1.1308 1.7478 -4.4066
C -0.9148 3.2396 -4.4956
C -2.1160 3.9573 -5.1222
C -2.3162 1.3512 -3.6454
C -2.1242 -0.0851 -3.0048
H 0.9414 1.9505 -6.1855
H 0.6277 0.4467 -7.0897
H 1.1796 0.4911 -5.4262
H -1.5552 1.7006 -6.5455
H -1.4143 0.1127 -5.7140
H -0.8011 3.7396 -3.5337
H -0.1678 3.6231 -5.1905
H -1.9451 5.0338 -5.1243
H -2.1749 3.6891 -6.1770
H -3.0681 3.7909 -4.6183
H -3.2961 1.4395 -4.1144
H -2.3792 1.8904 -2.7002
H -1.8832 -0.8169 -3.7758
H -3.0699 -0.3451 -2.5294
H -1.3144 -0.1581 -2.2788
C 1.1578 -2.9575 -2.6186
C 2.2509 -3.5582 -3.5310
O 2.0403 -4.6777 -3.9605
C 3.5552 -2.8147 -3.7039
H 0.9034 -1.9188 -2.8294
H 1.5329 -2.9644 -1.5952
H 0.2162 -3.4728 -2.8078
H 3.8860 -2.8585 -4.7415
H 4.3330 -3.2466 -3.0742
H 3.3800 -1.7610 -3.4867
C -0.1170 0.3476 -0.4258
C 0.5170 -0.1717 -1.6992
O 0.7022 -1.3612 -1.8507
C 0.9108 0.8763 -2.7359
H -1.1621 0.3321 -0.7349
H 0.2579 1.3628 -0.2957
H -0.0626 -0.2886 0.4576
H 0.1318 1.5578 -3.0777
H 1.4155 0.5041 -3.6274
H 1.7563 1.4789 -2.4041
```

HOMO level	-6.61	eV
M	622.12	g mol⁻¹
energy above the lowest of the compared OMol25 structures with the same formula, charge and spin	2397.5	kJ/mol
charge	0
E	-50260.9340	eV
Kohn-Sham gap	7.110	eV

Atom charges from the Löwdin analysis, given in e for atoms 1 to 8: number 1, C, carries -0.10; number 2, C, carries -0.18; number 3, N, carries -0.17; number 4, C, carries -0.21; number 5, C, carries -0.05; number 6, C, carries -0.18; number 7, C, carries -0.14; number 8, H, carries 0.09